Record 1
Computed, not measured: a molecular structure, C58H47BBr2GeN4O2PRbS, with ωB97M-V with the def2-TZVPD basis set.

Element x y z (Å)
Rb1 0.08 0.78 -0.11
Br1 -0.36 3.47 2.05
Br2 0.29 4.07 -1.11
Ge1 2.22 -0.64 -2.60
S1 1.99 -3.64 0.07
P1 -2.70 -1.55 0.85
O1 3.12 1.99 2.27
O2 3.93 2.93 0.34
N1 -1.26 -1.00 -1.93
N2 -1.89 0.27 -2.12
N3 1.52 -6.25 0.22
N4 1.91 -5.34 -1.95
C1 5.12 2.43 3.64
C2 0.44 -2.67 4.13
C3 -3.18 -3.78 4.38
C4 -0.98 -4.21 -2.55
C5 -1.85 -3.66 4.74
C6 0.45 -1.23 2.13
C7 4.09 -2.93 -2.67
C8 -4.55 -1.91 0.43
C9 5.34 -3.53 -2.64
C10 -0.92 -4.63 -1.29
C11 5.12 -0.78 -2.49
C12 -1.10 -0.97 -4.45
C13 0.57 -2.27 -5.62
C14 1.22 -2.53 -4.48
C15 6.11 3.59 1.26
C16 -3.92 2.67 -0.36
C17 1.63 -6.51 -2.49
C18 -6.90 -1.48 0.88
C19 -5.56 -1.16 1.03
C20 -2.87 -2.36 2.51
C21 6.37 -1.38 -2.45
C22 -3.87 2.26 0.98
C23 1.75 1.29 -4.85
C24 -1.53 -2.23 2.88
C25 1.70 -6.56 -3.99
C26 1.27 -7.61 -1.72
C27 -3.32 1.02 1.24
C28 -0.88 -1.43 1.93
C29 -2.81 0.18 0.25
C30 6.88 3.56 2.42
C31 -0.96 -2.87 3.98
C32 -3.72 -3.15 3.23
C33 -0.56 -1.34 -5.61
C34 3.05 2.07 -3.00
C35 6.39 2.99 3.59
C36 -3.33 1.93 -1.35
C37 1.81 -5.19 -0.59
C38 -7.28 -2.56 0.10
C39 6.48 -2.76 -2.53
C40 3.96 -1.55 -2.61
C41 0.82 -1.95 -3.16
C42 -4.96 -3.01 -0.33
C43 -0.68 -1.63 -3.17
C44 -1.41 -3.82 -0.17
C45 2.36 1.03 -3.62
C46 1.26 -7.40 -0.35
C47 2.57 3.55 -4.83
C48 4.36 2.46 2.49
C49 1.86 2.53 -5.45
C50 1.11 -1.88 3.22
C51 4.85 3.03 1.31
C52 -2.63 0.69 -1.11
C53 -6.30 -3.33 -0.50
C54 -0.92 4.22 0.38
C55 3.16 3.32 -3.59
C56 -1.59 -2.90 -2.92
C57 -2.06 -2.67 -0.40
C58 -2.21 -2.12 -1.77
B1 2.73 2.26 0.88
H1 3.45 1.94 -1.99
H2 -1.49 -4.19 5.62
H3 0.92 -2.68 -6.55
H4 -3.24 -1.78 -1.97
H5 -5.32 -0.30 1.63
H6 -4.42 3.60 -0.63
H7 -3.31 0.66 2.27
H8 -3.33 2.28 -2.38
H9 -4.76 -3.29 2.95
H10 2.64 -6.13 -4.34
H11 1.09 -0.63 1.49
H12 2.17 -1.74 3.32
H13 -8.33 -2.81 -0.02
H14 7.46 -3.23 -2.50
H15 7.01 2.98 4.48
H16 5.40 -4.61 -2.66
H17 -0.92 -0.94 -6.55
H18 6.49 4.03 0.34
H19 -1.84 3.71 0.10
H20 5.06 0.30 -2.42
H21 0.98 -3.16 4.93
H22 0.99 -2.71 -2.38
H23 0.89 -5.96 -4.42
H24 2.11 -3.15 -4.51
H25 4.72 1.98 4.54
H26 -4.22 -3.65 -0.80
H27 1.37 2.71 -6.40
H28 7.25 -0.76 -2.34
H29 -1.90 -0.24 -4.39
H30 -1.10 5.27 0.54
H31 -0.57 -4.82 -3.34
H32 3.22 -3.58 -2.67
H33 1.03 -8.57 -2.16
H34 -2.27 -3.02 -3.76
H35 1.17 0.51 -5.33
H36 2.64 4.53 -5.29
H37 2.01 -0.05 -1.21
H38 -6.57 -4.19 -1.11
H39 1.03 -8.23 0.32
H40 7.88 3.99 2.41
H41 3.68 4.11 -3.07
H42 -7.66 -0.87 1.36
H43 -4.27 2.88 1.78
H44 -1.19 -4.16 0.83
H45 -0.48 -5.59 -1.05
H46 1.61 -7.58 -4.37
H47 -3.83 -4.40 4.98

For the relative energy (zero: lowest compared OMol25 entry of this formula, charge and spin), the calculation gives 336.3 kJ/mol. The net charge is -2. For the gap between HOMO and LUMO, the calculation gives 5.0 eV. For the molecular weight, the calculation gives 1223.78 g mol⁻¹.

***

Record 2
Computed, not measured: a molecular structure, C58H47FNO6P2RuS3 at a distorted geometry, with ωB97M-V with the def2-TZVPD basis set.

Element x y z (Å)
Ru1 -0.27 0.58 0.39
S1 -1.51 -1.52 -1.54
S2 -1.95 -2.37 1.63
S3 1.60 0.09 -1.78
P1 2.04 2.35 -0.06
P2 1.76 0.22 1.91
F1 -1.47 1.42 1.68
O1 1.55 -0.77 -0.58
O2 -0.55 -1.94 -2.59
O3 2.10 -0.50 -2.96
O4 -0.88 -1.35 1.96
O5 0.28 0.81 -1.85
O6 2.63 1.25 -1.39
N1 2.79 1.44 1.20
C1 -3.00 -5.21 -2.08
C2 -0.24 3.89 0.50
C3 4.50 -3.38 2.77
C4 0.95 3.44 1.04
C5 2.98 4.53 -1.46
C6 -5.54 -4.28 0.49
C7 1.32 3.81 2.34
C8 5.04 -2.29 2.10
C9 -3.42 -1.41 1.27
C10 3.28 3.62 -0.45
C11 -4.49 -4.16 -0.46
C12 -4.08 -5.31 -1.18
C13 5.09 5.63 -1.11
C14 -3.79 -2.94 -0.65
C15 -2.96 0.85 -1.62
C16 -2.92 -4.38 3.15
C17 -4.80 0.49 1.73
C18 -4.72 -6.55 -0.91
C19 4.24 -1.20 1.78
C20 -6.11 -5.50 0.75
C21 0.48 0.58 4.34
C22 -0.74 5.05 2.53
C23 2.62 1.82 5.60
C24 0.46 4.61 3.08
C25 -3.74 -0.28 2.07
C26 2.74 1.40 4.29
C27 1.66 0.79 3.64
C28 -2.68 -2.91 -1.47
C29 2.35 -2.29 2.78
C30 1.43 1.60 6.29
C31 -5.60 0.19 0.60
C32 -3.30 -4.99 4.33
C33 -6.70 1.00 0.23
C34 -3.23 -4.30 5.54
C35 -2.46 -3.07 3.17
C36 -5.38 2.42 -4.08
C37 3.88 5.54 -1.79
C38 -6.09 -1.24 -1.32
C39 -5.69 -6.65 0.03
C40 -5.29 -0.95 -0.19
C41 -4.04 0.29 -4.11
C42 0.37 0.98 5.66
C43 -7.46 0.69 -0.87
C44 -7.15 -0.44 -1.65
C45 3.15 -3.38 3.10
C46 -2.29 -4.05 -2.20
C47 -2.37 -2.37 4.37
C48 5.39 4.73 -0.11
C49 -2.76 -2.99 5.54
C50 4.49 3.72 0.23
C51 -3.61 -4.98 6.83
C52 -3.84 1.74 -2.21
C53 -1.08 4.70 1.24
C54 -3.17 -0.61 -3.52
C55 -2.64 -0.33 -2.27
C56 2.90 -1.19 2.13
C57 -4.40 1.47 -3.45
C58 -4.16 -1.74 0.16
H1 -6.39 2.01 -4.01
H2 -1.43 -3.97 -2.85
H3 -5.85 -3.41 1.04
H4 -6.15 -7.60 0.25
H5 -7.75 -0.68 -2.51
H6 -2.87 -1.51 -4.04
H7 -0.50 3.61 -0.52
H8 -6.88 -5.58 1.50
H9 5.79 6.41 -1.37
H10 -2.97 -4.92 2.21
H11 -5.38 3.38 -3.58
H12 -1.97 -1.37 4.37
H13 3.45 2.31 6.09
H14 0.73 4.88 4.09
H15 2.03 4.46 -1.98
H16 -4.33 -5.78 6.66
H17 -0.36 0.13 3.81
H18 3.63 6.25 -2.57
H19 -2.02 5.05 0.81
H20 3.67 1.56 3.75
H21 -5.16 2.58 -5.14
H22 6.33 4.81 0.43
H23 3.61 1.02 0.78
H24 -4.40 -7.43 -1.46
H25 -0.56 0.80 6.21
H26 4.70 -0.38 1.25
H27 4.72 3.04 1.03
H28 5.12 -4.22 3.04
H29 -4.44 0.09 -5.09
H30 1.34 1.92 7.32
H31 -4.06 -4.26 7.53
H32 2.26 3.49 2.75
H33 -2.71 -2.44 6.47
H34 -1.40 5.67 3.12
H35 -4.09 2.66 -1.70
H36 -8.30 1.31 -1.14
H37 -5.04 1.36 2.32
H38 2.72 -4.23 3.62
H39 -3.66 -6.01 4.32
H40 1.30 -2.29 3.04
H41 -2.71 -6.08 -2.65
H42 -5.84 -2.10 -1.93
H43 -3.12 -0.03 2.91
H44 -2.55 1.08 -0.64
H45 6.09 -2.29 1.83
H46 -6.93 1.87 0.83
H47 -2.73 -5.40 7.31

For the relative energy (zero: lowest compared OMol25 entry of this formula, charge and spin), the calculation gives 115.0 kJ/mol. As for the spin multiplicity: 6. For the gap between HOMO and LUMO (spin up / spin down), the calculation gives 7.0 / 7.5 eV. For the molecular weight, the calculation gives 1132.23 g mol⁻¹.

***

Record 3
Computed, not measured: a molecular structure, C58H50IN4O2P2RuS3Si at a distorted geometry, with ωB97M-V with the def2-TZVPD basis set.

Element x y z (Å)
I1 -0.79 0.98 3.39
Ru1 -0.07 0.21 0.43
S1 3.66 0.62 -0.17
S2 0.76 0.54 -2.15
S3 0.77 2.50 0.56
P1 -2.13 -1.56 1.65
P2 2.79 2.35 0.15
Si1 -0.87 2.01 -4.92
O1 1.33 -0.66 1.68
O2 5.58 -2.79 -6.03
N1 -1.39 1.10 -0.88
N2 0.17 -1.78 -0.40
N3 3.91 -4.87 -0.40
N4 3.80 -5.45 -1.55
C1 0.97 1.92 -5.20
C2 5.44 -3.36 -7.32
C3 4.89 3.84 1.21
C4 -1.18 -2.91 2.44
C5 -2.86 1.15 3.62
C6 -0.82 1.22 -2.09
C7 -4.77 -3.50 -1.64
C8 -0.86 -2.82 3.79
C9 1.84 -1.72 1.28
C10 -3.15 -2.42 0.38
C11 -3.74 0.03 3.52
C12 -5.91 -0.89 4.26
C13 -3.45 -1.26 2.95
C14 -4.62 2.56 4.48
C15 -0.04 -3.77 4.39
C16 2.61 5.60 -2.34
C17 -3.24 2.43 -1.54
C18 -3.44 -3.79 0.35
C19 5.15 -3.50 -4.96
C20 4.30 -4.78 -2.64
C21 0.46 -4.83 3.65
C22 1.29 -2.35 0.08
C23 1.25 -4.05 -1.59
C24 3.96 3.95 -3.44
C25 -0.67 -3.98 1.71
C26 3.66 3.25 1.48
C27 -5.04 0.21 4.10
C28 0.14 -4.94 2.31
C29 -2.53 1.73 -0.59
C30 3.38 5.21 -3.42
C31 -1.71 0.60 -5.82
C32 2.95 -2.35 1.95
C33 0.08 -3.48 -2.06
C34 5.06 4.56 3.50
C35 -5.46 1.49 4.54
C36 -2.70 2.49 -2.83
C37 3.13 3.32 2.76
C38 4.22 -5.43 -3.88
C39 -4.50 -2.14 -1.61
C40 -3.69 -1.61 -0.61
C41 -4.31 -2.30 3.18
C42 5.59 4.49 2.22
C43 4.84 -3.47 -2.58
C44 3.01 3.47 -1.28
C45 -0.41 -2.33 -1.46
C46 3.78 3.08 -2.37
C47 -3.29 2.37 4.05
C48 -1.48 1.91 -3.14
C49 3.83 3.97 3.77
C50 4.64 -4.80 -5.03
C51 -4.23 -4.32 -0.66
C52 -5.53 -2.14 3.87
C53 3.12 -3.98 0.13
C54 -1.46 3.66 -5.60
C55 2.42 4.73 -1.27
C56 1.89 -3.48 -0.50
C57 3.54 -3.43 1.40
C58 5.25 -2.85 -3.72
H1 -5.39 -3.91 -2.42
H2 -1.15 4.47 -4.95
H3 -0.89 -4.07 0.65
H4 -6.17 -2.99 4.02
H5 4.56 3.64 -4.29
H6 5.31 3.79 0.22
H7 -4.16 2.92 -1.28
H8 -4.44 -5.38 -0.67
H9 1.37 0.93 -4.98
H10 4.93 -2.96 -1.63
H11 4.21 2.09 -2.37
H12 -6.46 1.59 4.94
H13 -3.24 3.04 -3.59
H14 6.54 4.95 2.00
H15 2.14 6.58 -2.33
H16 -3.03 -4.46 1.09
H17 6.04 -4.27 -7.42
H18 3.53 5.88 -4.25
H19 1.09 -5.57 4.13
H20 -1.52 0.62 -6.90
H21 1.17 2.16 -6.24
H22 0.20 -3.67 5.44
H23 -1.29 -1.83 -1.84
H24 5.80 -2.62 -8.02
H25 -6.87 -0.73 4.72
H26 -2.88 1.64 0.43
H27 3.41 4.02 4.77
H28 -3.47 -0.55 -0.61
H29 3.32 -1.89 2.85
H30 5.60 5.08 4.28
H31 -4.90 -1.48 -2.37
H32 -4.94 3.54 4.80
H33 2.17 2.87 2.97
H34 -1.33 -0.35 -5.43
H35 -2.59 3.19 4.11
H36 -2.55 3.70 -5.71
H37 -2.79 0.63 -5.66
H38 4.39 -3.59 -7.53
H39 4.41 -3.88 1.86
H40 -4.07 -3.28 2.79
H41 1.64 -4.95 -2.06
H42 -0.44 -3.90 -2.91
H43 -1.24 -2.00 4.38
H44 0.52 -5.76 1.72
H45 5.65 -1.84 -3.70
H46 1.51 2.63 -4.57
H47 -1.03 3.83 -6.59
H48 1.80 5.03 -0.44
H49 4.56 -5.32 -5.97
H50 3.82 -6.43 -3.91

For the relative energy (zero: lowest compared OMol25 entry of this formula, charge and spin), the calculation gives 0.0 kJ/mol. As for the spin multiplicity: 2. For the gap between HOMO and LUMO (spin up / spin down), the calculation gives 5.0 / 5.3 eV. For the molecular weight, the calculation gives 1249.27 g mol⁻¹.

***

Record 4
Computed, not measured: 11 unconnected molecules or ions with the total composition C58H51N11O18 at a distorted geometry, with ωB97M-V with the def2-TZVPD basis set.

Element x y z (Å)
O1 1.70 0.25 -2.33
O2 5.77 5.48 -0.23
O3 -1.19 -2.93 4.50
O4 0.25 3.81 7.43
O5 -6.01 2.54 -6.36
O6 7.29 5.66 -1.72
O7 -4.34 -3.10 1.37
O8 -4.26 -1.77 -0.31
O9 -4.38 3.82 -5.79
O10 2.15 4.59 6.83
O11 0.20 3.80 -4.08
O12 2.07 -1.67 -1.46
O13 0.00 -3.80 2.93
O14 7.39 -5.33 0.63
O15 2.40 -1.80 -5.77
O16 3.03 0.23 -5.80
O17 1.98 4.98 -4.27
O18 7.27 -3.74 2.08
N1 -3.89 -2.76 0.29
N2 1.41 -0.66 -1.56
N3 2.17 -0.62 -5.65
N4 6.30 5.14 -1.27
N5 -5.23 2.98 -5.56
N6 1.19 3.86 6.68
N7 6.79 -4.49 1.26
N8 -4.16 1.80 4.64
N9 1.13 4.43 -3.60
N10 -2.94 3.10 1.29
N11 -0.68 -3.87 3.93
C1 -0.86 0.28 -1.21
C2 -0.71 -4.93 -1.42
C3 2.26 2.88 4.64
C4 -1.78 0.58 -4.73
C5 -1.20 -5.29 5.86
C6 3.14 -3.77 1.81
C7 1.21 4.44 -2.13
C8 -5.47 1.20 -3.88
C9 6.36 3.59 -3.17
C10 -0.88 1.47 -5.32
C11 -0.25 2.02 3.79
C12 2.60 -4.36 0.66
C13 1.98 5.46 -0.16
C14 -1.52 -7.66 5.58
C15 5.33 -4.41 1.05
C16 2.13 2.25 3.42
C17 1.94 5.46 -1.54
C18 -1.12 -7.57 4.26
C19 3.41 -5.01 -0.27
C20 -3.29 4.04 1.86
C21 0.42 1.09 -5.62
C22 -2.86 -3.58 -0.33
C23 0.80 -0.21 -5.37
C24 -0.86 -6.33 3.70
C25 5.87 2.52 -3.90
C26 -0.96 -0.98 1.26
C27 -4.86 2.95 -1.85
C28 -5.43 0.73 -2.56
C29 -1.51 -6.53 6.41
C30 -0.91 -5.21 4.50
C31 -5.07 1.60 -1.55
C32 0.58 3.43 -1.45
C33 1.14 3.08 5.43
C34 -3.77 -0.70 4.05
C35 -2.39 -4.72 0.29
C36 -1.32 -5.42 -0.28
C37 4.78 -5.01 -0.07
C38 0.88 1.74 3.05
C39 0.15 -1.16 0.46
C40 -5.03 3.44 -3.13
C41 -3.77 5.17 2.63
C42 5.72 4.03 -2.03
C43 -3.97 0.69 4.40
C44 -0.06 -1.14 -4.81
C45 4.55 3.40 -1.61
C46 -2.26 -3.08 -1.49
C47 0.21 -0.51 -0.79
C48 -2.01 -0.20 0.81
C49 -1.34 -0.72 -4.50
C50 -1.17 -3.76 -1.99
C51 4.05 2.31 -2.32
C52 -0.11 2.63 5.04
C53 -5.24 2.52 -4.17
C54 4.51 -3.79 1.98
C55 1.31 4.48 0.60
C56 -1.92 0.54 -0.35
C57 4.71 1.89 -3.46
C58 0.65 3.45 -0.06
H1 -4.98 1.17 -0.56
H2 2.47 -3.31 2.52
H3 -4.41 -0.94 3.19
H4 -4.54 3.63 -1.08
H5 -0.63 -6.21 2.65
H6 -2.86 -0.04 1.48
H7 -1.01 2.78 5.61
H8 -4.18 -1.36 4.82
H9 1.40 4.61 1.67
H10 -3.16 6.03 2.35
H11 6.37 2.16 -4.78
H12 0.06 2.66 -1.99
H13 3.00 2.00 2.83
H14 -2.86 -5.11 1.18
H15 4.96 -3.33 2.84
H16 3.14 1.86 -1.97
H17 2.41 6.27 0.42
H18 0.12 2.70 0.52
H19 4.33 1.10 -4.10
H20 -1.05 -1.40 2.26
H21 -5.01 4.49 -3.39
H22 -1.24 1.70 3.47
H23 -1.87 -6.62 7.42
H24 0.16 -5.48 -1.78
H25 1.11 1.79 -6.07
H26 -2.79 0.88 -4.48
H27 -5.68 -0.30 -2.35
H28 2.31 6.26 -2.16
H29 -2.68 1.23 -0.69
H30 0.91 -1.90 0.68
H31 -1.20 -4.39 6.45
H32 -1.18 2.48 -5.53
H33 -5.73 0.52 -4.69
H34 -0.76 -3.42 -2.93
H35 -4.75 5.40 2.19
H36 -1.99 -1.51 -4.14
H37 4.09 3.80 -0.72
H38 7.14 4.15 -3.67
H39 0.75 1.29 2.07
H40 -0.74 0.79 -2.15
H41 -2.54 -2.14 -1.95
H42 5.34 -5.54 -0.83
H43 2.99 -5.48 -1.15
H44 -2.72 -0.93 3.88
H45 -1.05 -6.34 0.22
H46 -3.85 4.92 3.68
H47 3.25 3.23 4.92
H48 -0.98 -8.46 3.66
H49 -1.79 -8.58 6.08
H50 0.22 -2.14 -4.51
H51 1.53 -4.27 0.49

For the relative energy (zero: lowest compared OMol25 entry of this formula, charge and spin), the calculation gives 0.0 kJ/mol. Its SMILES is O=[N+]([O-])c1ccccc1.O=[N+]([O-])c1ccccc1.O=[N+]([O-])c1ccccc1.O=[N+]([O-])c1ccccc1.O=[N+]([O-])c1ccccc1.O=[N+]([O-])c1ccccc1.O=[N+]([O-])c1ccccc1.O=[N+]([O-])c1ccccc1.O=[N+]([O-])c1ccccc1.CC#N.CC#N. For the gap between HOMO and LUMO, the calculation gives 8.2 eV. For the molecular weight, the calculation gives 1190.11 g mol⁻¹.